# 1
A molecular structure, C17H34ClCsF3GeN2O8S in a non-equilibrium geometry. Source: the OMol25 dataset; level of theory: ωB97M-V with the def2-TZVPD basis set.

- Total charge: -2
- Relative energy (zero: lowest compared OMol25 entry of this formula, charge and spin): 1.029 eV
- 2S+1: 2
- Expectation value of S²: 0.76

```
68
Properties=species:S:1:pos:R:3:mulliken_spin:R:1
Cs 0.4106 0.5238 -0.7799 0.004
C -1.5207 -1.4265 3.1984 0.003
C -0.6033 -2.5958 2.8236 0.000
C -1.3719 -3.5896 1.9388 0.008
C -0.1694 -3.3219 4.1118 0.000
O 0.4902 -2.1562 2.0946 -0.006
Ge 2.0569 -1.2641 2.6628 0.000
O 1.3232 0.5071 2.7972 -0.001
C 1.9849 1.6782 3.1328 0.000
C 2.9716 1.4552 4.2948 0.000
C 2.7601 2.2454 1.9368 0.000
C 0.9221 2.6961 3.5832 0.000
O 2.8747 -1.1023 0.9226 0.001
C 3.5319 -2.1316 0.2535 0.000
C 4.1558 -1.5341 -1.0179 0.000
C 4.6668 -2.7101 1.1223 0.000
C 2.5859 -3.2744 -0.1229 -0.002
H -2.3280 -1.7612 3.8492 0.000
H -0.9278 -0.6664 3.7001 0.000
H -1.9453 -0.9945 2.2957 -0.004
H -2.2538 -3.9681 2.4538 0.001
H -1.6743 -3.0855 1.0270 -0.002
H -0.7202 -4.4191 1.6740 0.000
H -1.0279 -3.7649 4.6153 0.000
H 0.5416 -4.1058 3.8617 0.000
H 0.3157 -2.6140 4.7799 0.000
H 3.7610 0.7843 3.9661 0.000
H 3.4096 2.3980 4.6183 0.000
H 2.4515 0.9950 5.1318 0.000
H 3.3611 1.4457 1.5092 0.000
H 2.0651 2.6153 1.1869 0.000
H 3.4066 3.0633 2.2542 0.000
H 0.3679 2.2843 4.4253 0.000
H 1.3833 3.6376 3.8796 0.000
H 0.2361 2.8751 2.7597 0.000
H 4.7714 -0.6759 -0.7509 0.000
H 4.7741 -2.2737 -1.5219 0.000
H 3.3742 -1.2004 -1.6958 0.000
H 5.3492 -1.9156 1.4187 0.000
H 4.2398 -3.1591 2.0166 0.000
H 5.2168 -3.4682 0.5688 0.000
H 1.8286 -2.9194 -0.8131 0.003
H 3.1352 -4.0904 -0.5898 0.000
H 2.0931 -3.6274 0.7783 0.000
C -1.1446 -1.5542 -4.5225 -0.003
C -1.1183 -2.2972 -3.2142 0.001
N -0.1120 -2.9003 -2.7207 -0.008
O 1.0951 -2.8769 -3.3729 -0.002
C -2.3762 -2.3793 -2.4553 -0.013
C -3.6141 -2.9170 -3.1455 0.026
N -2.4183 -2.0178 -1.2374 0.405
O -3.4010 -2.0064 -0.4540 0.594
H -0.4172 -0.7428 -4.4907 0.001
H -2.1227 -1.1308 -4.7282 0.000
H -0.8540 -2.2217 -5.3356 0.000
H 1.2659 -1.9987 -3.8137 0.000
H -3.4659 -3.9679 -3.3951 -0.004
H -3.8358 -2.3695 -4.0586 0.000
H -4.4518 -2.8223 -2.4550 0.000
F -0.4345 4.3376 -3.8326 0.000
C 0.1177 4.4359 -2.6140 0.000
F 0.1352 5.7544 -2.3227 0.000
F 1.4042 4.0816 -2.7372 0.000
S -0.8557 3.4840 -1.2883 -0.001
O -2.0486 4.2829 -1.1767 0.000
O -1.0206 2.1734 -1.8685 -0.001
O 0.0411 3.5343 -0.1610 0.000
Cl 1.8179 -0.0575 -4.1214 0.000
```



# 2
C17H34FNO3S in the gas phase in a non-equilibrium geometry. Source: the OMol25 dataset; level of theory: ωB97M-V with the def2-TZVPD basis set.

- Total charge: 0
- SMILES: CCCCCCCCCCCCCCN(C[C@@H]1CO1)S(=O)(=O)F
- Electronic energy: -1446.1686 a.u.

```
57
Properties=species:S:1:pos:R:3:nbo_charge:R:1
C 2.4934 5.0264 0.9352 -0.634
C 3.2684 4.6531 -0.4708 -0.411
C 3.0212 3.0868 -0.9471 -0.409
C 4.3593 2.1348 -0.7509 -0.419
C 3.8179 0.6017 -0.5405 -0.415
C 4.7363 -0.3132 0.4802 -0.407
C 3.9751 -1.7176 0.9206 -0.414
C 2.9073 -2.2545 -0.2054 -0.421
C 2.2490 -3.7197 0.1372 -0.406
C 0.8395 -3.5049 1.0113 -0.421
C -0.5154 -3.6036 0.0940 -0.412
C -1.3759 -2.1709 0.0238 -0.429
C -2.9635 -2.6000 -0.0568 -0.445
C -4.0178 -1.4583 0.4485 -0.246
N -4.0709 -0.1947 -0.3748 -0.608
C -5.4862 0.3568 -0.1014 -0.282
C -5.3016 2.1209 0.0837 0.061
C -5.4481 2.6753 1.7224 -0.201
O -6.5818 2.8871 0.5499 -0.563
S -4.0544 -0.4839 -2.0948 2.243
O -4.9213 -1.6924 -2.5492 -0.840
O -2.6333 -0.6912 -2.7057 -0.812
F -4.7055 0.9062 -2.9342 -0.469
H 1.3403 4.9367 0.7501 0.210
H 2.7814 4.2681 1.8054 0.207
H 2.7615 6.1046 1.3240 0.218
H 2.8288 5.3429 -1.3193 0.206
H 4.4446 4.8043 -0.4084 0.205
H 2.7582 3.0645 -2.1011 0.211
H 2.0757 2.6813 -0.3596 0.202
H 4.9731 2.1666 -1.7587 0.212
H 5.0552 2.4880 0.1358 0.208
H 3.8174 0.0536 -1.5754 0.211
H 2.7036 0.5725 -0.1150 0.201
H 5.0160 0.3005 1.4600 0.207
H 5.7633 -0.5766 -0.0654 0.203
H 4.7938 -2.5439 1.0590 0.209
H 3.4268 -1.6039 1.9633 0.203
H 3.5034 -2.3707 -1.2276 0.205
H 2.0071 -1.5180 -0.4117 0.209
H 1.9844 -4.2892 -0.8667 0.211
H 3.0256 -4.3797 0.7415 0.208
H 0.8107 -4.4294 1.7661 0.210
H 0.8400 -2.5021 1.6282 0.205
H -1.1497 -4.4997 0.4980 0.204
H -0.1866 -3.9038 -1.0120 0.208
H -1.0858 -1.5794 1.0042 0.203
H -0.9687 -1.6157 -0.9228 0.243
H -3.0831 -3.5164 0.6995 0.225
H -3.2223 -3.0693 -1.1236 0.254
H -3.6751 -1.1305 1.5429 0.239
H -5.0796 -1.9755 0.5921 0.218
H -6.2217 0.2015 -0.9970 0.253
H -5.9061 0.0324 0.9410 0.246
H -4.4647 2.6968 -0.6523 0.242
H -6.2120 2.0117 2.3114 0.233
H -5.0474 3.7336 2.0190 0.233
```



# 3
A molecular structure, C17H34MoNPSi in a non-equilibrium geometry. Source: the OMol25 dataset; level of theory: ωB97M-V with the def2-TZVPD basis set.

- Total charge: +2
- Relative energy (zero: lowest compared OMol25 entry of this formula, charge and spin): 0.000 eV
- 2S+1: 3
- Expectation value of S²: 2.03

```
55
Properties=species:S:1:pos:R:3:mulliken_spin:R:1
C 1.7835 -2.7530 -2.8429 0.038
C 2.4597 -2.4461 -1.6645 -0.019
C 1.9963 -1.4263 -0.8194 -0.131
C 0.8154 -0.7461 -1.1593 -0.026
C 0.1471 -1.0328 -2.3679 0.073
C 0.6320 -2.0463 -3.2001 -0.024
C 2.6789 -1.1579 0.4836 -0.048
C 2.5134 0.2090 1.1649 -0.005
N 2.9011 1.4238 0.3283 -0.026
Mo 0.1290 0.6905 0.2610 2.388
C -1.0901 -0.2662 -2.7475 0.008
P -1.4294 1.0809 -1.5269 -0.169
H 3.3644 -2.9966 -1.3847 0.000
H 0.0929 -2.2666 -4.1240 -0.001
H 2.1471 -3.5469 -3.4938 0.001
H -1.9860 -0.9112 -2.7604 0.000
H -1.0081 0.2102 -3.7398 0.001
H 2.3364 -1.9151 1.2151 0.006
H 3.7552 -1.3670 0.3670 -0.005
H 1.6005 0.4454 1.7703 0.006
C -3.2361 1.1182 -1.4731 -0.010
C -1.0496 2.6094 -2.4339 0.004
H 3.2902 0.2306 1.9407 -0.003
C 2.1620 1.9427 -0.8415 0.025
C 4.3597 1.3017 -0.0484 0.000
H -1.4853 0.0889 0.1025 -0.058
H 2.7819 2.7447 -1.2639 -0.003
H 2.0881 1.1888 -1.6255 -0.007
H 1.2087 2.4392 -0.5334 -0.024
H 4.4706 0.5301 -0.8144 0.001
H 4.6920 2.2675 -0.4315 0.001
H 4.9211 1.0543 0.8568 0.000
H -1.8702 2.8293 -3.1313 -0.002
H -0.9510 3.4384 -1.7206 -0.001
H -0.1098 2.5148 -2.9932 0.004
H -3.6081 1.4824 -2.4398 -0.003
H -3.6327 0.1158 -1.2704 0.004
H -3.5541 1.7992 -0.6740 -0.001
H 2.9535 2.2171 0.9851 0.002
C -3.7755 -0.6649 1.5825 0.002
Si -2.2148 -0.6241 2.6293 0.019
C -2.1544 0.9945 3.5751 -0.001
C -2.2806 -2.0718 3.8240 0.000
C -0.6436 -0.8127 1.5488 -0.060
H -4.6083 -1.0067 2.2159 0.000
H -3.6810 -1.3645 0.7410 0.001
H -4.0361 0.3235 1.1827 0.000
H -2.8640 0.9546 4.4145 0.001
H -1.1534 1.1829 3.9851 0.001
H -2.4291 1.8449 2.9378 0.001
H -1.9425 -2.9944 3.3342 0.000
H -1.6385 -1.8946 4.6961 0.000
H -3.3079 -2.2290 4.1782 0.000
H 0.1756 -1.0017 2.2703 -0.006
H -0.7162 -1.7308 0.9352 0.048
```



# 4
2 unconnected molecules or ions with the total composition C17H34N5O4S3. Source: the OMol25 dataset; level of theory: ωB97M-V with the def2-TZVPD basis set.

- Total charge: +1
- Electronic energy: -2437.2048 a.u.

```
63
Properties=species:S:1:pos:R:3:nbo_charge:R:1
C 7.4143 -1.4926 0.2345 -0.641
C 6.0234 -0.8627 0.3450 -0.220
N 5.9026 0.4265 -0.3696 -0.461
C 6.2744 0.3186 -1.7858 -0.229
C 5.5062 1.2881 -2.6864 -0.618
C 6.3163 1.5579 0.2800 -0.091
S 7.1755 2.7808 -0.3687 -0.037
S 5.7364 1.7380 1.9712 0.261
C 3.9741 1.7754 1.6097 -0.535
C 3.5778 2.9266 0.6902 -0.437
C 2.1252 3.3873 0.9099 -0.218
N 1.3532 3.3981 -0.3361 -0.545
C 0.1192 2.9346 -0.4282 0.591
N -0.5820 2.3764 0.5636 -0.500
C -1.7531 2.0484 0.0512 0.487
C -2.8599 1.4098 0.7951 -0.467
C -3.6225 0.3354 0.0000 -0.379
C -2.8666 -1.0091 -0.0933 -0.223
C -2.1991 -1.1589 -1.4634 -0.606
C -3.8488 -2.1633 0.1128 -0.609
N -1.8101 2.3801 -1.2352 -0.352
N -0.6115 2.9497 -1.5562 -0.377
H 7.4560 -2.2164 -0.5782 0.215
H 7.6411 -2.0341 1.1505 0.229
H 8.1903 -0.7501 0.0614 0.222
H 5.2776 -1.5363 -0.0784 0.198
H 5.7633 -0.7218 1.3847 0.225
H 7.3514 0.4301 -1.9168 0.218
H 6.0185 -0.6991 -2.0791 0.202
H 5.2708 0.7970 -3.6281 0.216
H 6.0880 2.1783 -2.9041 0.233
H 4.5758 1.5797 -2.2005 0.192
H 3.5000 1.8661 2.5882 0.231
H 3.6413 0.8253 1.1887 0.219
H 4.2503 3.7664 0.8539 0.240
H 3.6786 2.6112 -0.3488 0.213
H 1.6076 2.7275 1.5998 0.232
H 2.1006 4.3900 1.3325 0.215
H 1.7698 3.8207 -1.1493 0.412
H -2.4269 1.0002 1.7055 0.256
H -3.5519 2.1957 1.1091 0.256
H -4.5806 0.1905 0.4944 0.233
H -3.8150 0.7079 -1.0073 0.181
H -2.1016 -1.0200 0.6855 0.194
H -2.9193 -0.9245 -2.2485 0.202
H -1.3351 -0.5018 -1.5850 0.188
H -1.8624 -2.1805 -1.6252 0.230
H -3.3460 -3.1244 0.0526 0.223
H -4.3598 -2.0565 1.0683 0.212
H -4.6111 -2.1074 -0.6659 0.223
H -2.5731 2.2483 -1.8767 0.450
H -0.3869 3.2941 -2.4731 0.442
C -8.0578 -3.0241 2.0746 -0.098
C -8.9653 -4.1734 1.6850 -0.102
O -8.5707 -4.4677 0.3362 -0.683
S -7.0068 -4.2331 0.1538 2.552
O -6.3061 -5.4539 0.3040 -0.890
O -6.8113 -3.4121 -0.9862 -0.907
O -6.7928 -3.3681 1.4849 -0.699
H -8.3997 -2.0777 1.6525 0.193
H -7.9294 -2.9292 3.1488 0.216
H -10.0177 -3.9075 1.6903 0.220
H -8.7989 -5.0547 2.3059 0.201
```